{
  "formula": "C26H27BF4LuN4S4",
  "method": "ωB97M-V/def2-TZVPD",
  "species": ["Lu", "C", "N", "C", "C", "N", "C", "C", "C", "C", "C", "C", "C", "S", "C", "C", "C", "C", "C", "C", "S", "H", "H", "H", "H", "H", "H", "H", "H", "H", "H", "H", "H", "H", "H", "H", "H", "H", "H", "S", "C", "N", "C", "C", "C", "C", "C", "C", "S", "H", "H", "H", "H", "F", "B", "F", "F", "F", "C", "C", "C", "N", "H", "H", "H", "H", "H"],
  "coordinates": [[0.094, -0.304, 0.907], [-0.086, 1.369, -2.135], [0.499, 1.710, -0.806], [1.978, 1.715, -0.912], [2.613, 1.855, 0.450], [2.563, 0.578, 1.171], [2.889, 0.801, 2.595], [3.443, -0.450, 0.620], [4.575, -0.132, -0.122], [5.394, -1.130, -0.631], [5.077, -2.458, -0.384], [3.956, -2.775, 0.363], [3.114, -1.788, 0.883], [1.707, -2.207, 1.845], [0.041, 3.032, -0.381], [0.112, 4.076, -1.305], [-0.296, 5.358, -0.985], [-0.779, 5.601, 0.297], [-0.836, 4.575, 1.220], [-0.422, 3.264, 0.918], [-0.494, 2.037, 2.167], [-0.981, 1.963, -2.297], [-0.359, 0.326, -2.194], [0.629, 1.574, -2.937], [2.298, 2.530, -1.573], [2.282, 0.779, -1.384], [2.065, 2.577, 1.054], [3.633, 2.242, 0.361], [3.893, 1.235, 2.681], [2.852, -0.152, 3.116], [2.150, 1.477, 3.024], [4.824, 0.898, -0.335], [6.257, -0.866, -1.230], [5.693, -3.250, -0.793], [3.690, -3.810, 0.541], [0.488, 3.870, -2.300], [-0.240, 6.150, -1.721], [-1.105, 6.596, 0.579], [-1.200, 4.762, 2.223], [-1.060, -0.972, 3.657], [-1.642, -2.130, 2.569], [-1.557, -1.991, 1.259], [-2.085, -3.070, 0.560], [-2.150, -3.193, -0.825], [-2.729, -4.328, -1.366], [-3.251, -5.334, -0.550], [-3.194, -5.217, 0.829], [-2.607, -4.082, 1.374], [-2.379, -3.649, 3.046], [-1.737, -2.425, -1.463], [-2.761, -4.439, -2.443], [-3.696, -6.215, -0.996], [-3.595, -5.994, 1.468], [-0.255, -1.787, -3.149], [0.881, -1.863, -2.346], [0.434, -1.355, -0.987], [1.317, -3.146, -2.163], [1.872, -0.992, -2.767], [-5.596, 0.619, -0.042], [-4.428, 1.438, 0.505], [-3.134, 0.861, 0.140], [-2.101, 0.439, -0.110], [-6.538, 1.071, 0.266], [-5.561, -0.402, 0.335], [-5.571, 0.579, -1.130], [-4.443, 1.482, 1.596], [-4.444, 2.467, 0.144]],
  "forces_ev_per_angstrom": [[-0.04, 0.31, 0.48], [0.05, 0.12, 0.02], [-0.13, -0.12, 0.01], [-0.09, 0.00, -0.11], [0.04, -0.03, 0.11], [-0.08, -0.06, -0.19], [0.05, -0.05, -0.08], [-0.05, 0.15, 0.02], [-0.02, -0.08, -0.01], [-0.06, -0.01, 0.03], [-0.02, 0.01, 0.01], [0.00, -0.03, 0.01], [-0.05, 0.01, -0.01], [0.04, -0.12, 0.03], [0.13, -0.02, -0.20], [-0.04, 0.02, 0.06], [-0.01, -0.04, 0.03], [0.01, -0.04, 0.02], [-0.01, 0.01, 0.02], [0.01, 0.00, 0.03], [0.03, -0.07, -0.07], [-0.04, -0.02, 0.01], [0.04, -0.04, 0.02], [-0.04, 0.04, -0.01], [0.01, 0.04, 0.02], [0.00, 0.00, 0.01], [-0.04, 0.02, -0.03], [0.04, -0.02, 0.04], [0.00, 0.01, 0.02], [0.00, 0.01, 0.03], [0.00, 0.01, 0.02], [0.01, 0.01, 0.00], [0.01, 0.00, 0.01], [0.00, 0.00, 0.01], [0.00, 0.01, -0.01], [0.00, 0.01, 0.01], [0.00, 0.00, 0.01], [-0.01, -0.01, 0.00], [0.00, 0.01, -0.01], [0.03, 0.00, -0.26], [0.03, 0.03, -0.09], [0.17, -0.18, -0.13], [0.01, 0.18, 0.16], [-0.02, -0.04, -0.03], [0.00, -0.01, 0.03], [0.03, 0.07, 0.00], [0.00, 0.00, 0.03], [-0.01, -0.04, 0.01], [-0.12, -0.05, 0.08], [-0.01, 0.00, 0.00], [-0.01, 0.01, 0.00], [0.00, 0.00, 0.00], [0.01, 0.01, 0.00], [0.10, 0.02, 0.04], [0.00, -0.17, 0.03], [0.06, 0.17, -0.10], [-0.01, 0.08, -0.04], [-0.03, -0.04, 0.01], [-0.01, 0.00, 0.00], [0.17, -0.15, 0.00], [-0.17, 0.24, 0.02], [0.02, -0.16, -0.09], [0.00, -0.01, 0.00], [0.00, 0.01, 0.00], [0.00, 0.01, 0.01], [0.00, -0.01, 0.02], [0.00, 0.01, -0.04]],
  "mulliken_charge": [1.152, -1.357, 1.779, -0.675, -1.750, 0.753, -1.239, -0.063, -0.155, -1.036, -0.577, -0.737, 0.584, -0.420, -0.987, -0.472, -0.882, -0.559, -0.744, 0.846, -0.469, 0.508, 0.079, 0.371, 0.484, 0.595, 0.791, 0.225, 0.341, 0.326, 0.322, 0.319, 0.382, 0.359, 0.388, 0.351, 0.406, 0.366, 0.453, -0.385, 0.316, 0.174, -0.648, -0.092, -0.890, -0.429, -0.479, 0.668, -0.343, 0.297, 0.419, 0.366, 0.369, -0.324, 0.547, 0.121, -0.334, -0.381, -1.182, -0.410, 0.143, -0.142, 0.364, 0.323, 0.332, 0.250, 0.294],
  "charge": -1,
  "orbital_gap_ev": 6.74,
  "e_tot_ev": -121883.6939,
  "de_lowest_kcal_mol": 0.0
}

{
  "formula": "C26H27Br64N2O",
  "method": "ωB97M-V/def2-TZVPD",
  "species": ["O", "C", "Br", "C", "C", "C", "N", "C", "N", "H", "H", "H", "H", "H", "H", "C", "Br", "Br", "Br", "H", "C", "Br", "Br", "Br", "H", "C", "Br", "Br", "Br", "H", "C", "Br", "Br", "Br", "H", "C", "Br", "Br", "Br", "H", "C", "Br", "Br", "Br", "H", "C", "Br", "Br", "Br", "H", "C", "Br", "Br", "Br", "H", "C", "Br", "Br", "Br", "H", "C", "Br", "Br", "Br", "H", "C", "Br", "Br", "Br", "H", "C", "Br", "Br", "Br", "H", "C", "Br", "Br", "Br", "H", "C", "Br", "Br", "Br", "H", "C", "Br", "Br", "Br", "H", "C", "Br", "Br", "Br", "H", "C", "Br", "Br", "Br", "H", "C", "Br", "Br", "Br", "H", "C", "Br", "Br", "Br", "H", "C", "Br", "Br", "Br", "H", "C", "Br", "Br", "Br", "H"],
  "coordinates": [[-3.252, 0.294, -4.169], [-3.051, 0.190, -2.997], [-3.810, 1.575, -1.840], [-2.167, -1.014, -2.452], [-0.897, -1.043, -3.386], [-0.822, -1.564, -4.726], [0.523, -1.275, -5.060], [1.165, -0.653, -4.024], [0.319, -0.471, -2.950], [-1.842, -0.850, -1.387], [-2.706, -1.994, -2.481], [-1.637, -2.044, -5.316], [0.877, -1.517, -5.985], [2.230, -0.289, -4.045], [0.501, -0.012, -2.053], [4.794, 1.645, -2.424], [4.014, 0.922, -0.807], [3.819, 1.091, -4.007], [4.973, 3.564, -2.335], [5.796, 1.233, -2.504], [0.686, -4.789, -2.010], [-0.512, -5.962, -2.966], [2.542, -5.135, -2.414], [0.234, -2.927, -2.309], [0.550, -4.986, -0.949], [-7.480, 1.497, -1.184], [-9.218, 2.083, -1.786], [-6.943, 2.401, 0.444], [-7.385, -0.425, -0.999], [-6.766, 1.776, -1.951], [6.332, -1.088, 1.866], [7.113, 0.682, 1.916], [4.440, -1.036, 2.259], [6.697, -1.990, 0.192], [6.804, -1.672, 2.650], [-3.978, -0.955, -7.304], [-2.725, -0.418, -8.678], [-5.782, -0.399, -7.717], [-3.875, -2.857, -6.948], [-3.688, -0.443, -6.392], [-3.615, -8.395, -2.419], [-2.900, -7.344, -0.955], [-5.522, -8.642, -2.249], [-3.132, -7.645, -4.144], [-3.159, -9.379, -2.357], [9.179, 3.846, 3.891], [8.444, 3.625, 2.113], [10.104, 5.533, 4.072], [7.832, 3.613, 5.257], [9.914, 3.060, 4.032], [-6.681, -5.799, 0.213], [-7.864, -4.591, -0.728], [-5.993, -5.012, 1.840], [-7.516, -7.513, 0.531], [-5.829, -5.980, -0.437], [-2.187, -3.333, 2.220], [-3.260, -1.762, 1.862], [-2.829, -4.309, 3.759], [-2.042, -4.466, 0.656], [-1.186, -2.988, 2.457], [3.985, -5.268, 3.211], [2.589, -5.035, 4.526], [3.415, -4.737, 1.443], [5.618, -4.374, 3.734], [4.203, -6.330, 3.163], [-7.627, 6.444, 0.379], [-8.867, 6.866, 1.807], [-8.316, 6.977, -1.348], [-5.866, 7.176, 0.707], [-7.523, 5.363, 0.360], [6.666, 4.003, 9.633], [5.538, 2.746, 8.687], [8.542, 3.718, 9.251], [6.136, 5.833, 9.304], [6.527, 3.817, 10.693], [5.781, -8.551, 0.567], [4.569, -7.400, -0.410], [6.339, -7.751, 2.238], [5.040, -10.317, 0.827], [6.672, -8.666, -0.042], [-0.900, 4.276, -1.550], [-1.039, 4.222, 0.376], [-0.044, 5.895, -2.164], [-0.026, 2.696, -2.256], [-1.911, 4.282, -1.944], [-1.599, -6.306, -7.554], [-0.639, -4.916, -6.605], [-3.431, -6.464, -6.945], [-1.497, -6.070, -9.469], [-1.105, -7.245, -7.322], [-5.152, 9.288, 4.753], [-6.495, 8.155, 3.943], [-3.363, 8.765, 4.229], [-5.487, 11.160, 4.403], [-5.222, 9.148, 5.827], [2.622, -9.034, 6.306], [3.871, -8.500, 4.927], [0.802, -8.567, 5.845], [2.796, -10.910, 6.741], [2.878, -8.475, 7.200], [1.385, 7.252, 1.596], [1.258, 7.211, 3.525], [2.237, 8.869, 0.964], [2.251, 5.668, 0.901], [0.370, 7.255, 1.210], [4.615, 7.479, -3.965], [5.491, 6.078, -4.971], [4.375, 9.085, -5.013], [2.948, 6.858, -3.203], [5.271, 7.734, -3.138], [-10.582, 1.687, 2.695], [-11.284, 1.095, 4.398], [-11.712, 1.148, 1.222], [-10.237, 3.589, 2.674], [-9.626, 1.193, 2.557], [7.485, 7.538, 2.149], [8.100, 8.689, 3.577], [5.597, 7.145, 2.302], [7.931, 8.252, 0.407], [8.015, 6.595, 2.251]],
  "forces_ev_per_angstrom": [[0.07, -0.14, 0.88], [0.04, -0.64, -0.97], [0.47, -0.75, 0.14], [1.03, 1.01, -0.04], [-2.59, 0.30, -1.01], [1.16, 2.58, 3.48], [-1.40, 0.27, 1.49], [0.14, 0.10, -0.22], [-0.73, -0.67, -4.56], [-0.41, -0.08, -1.00], [0.23, 0.96, -0.21], [1.16, 0.39, 0.33], [0.46, 0.30, 0.54], [-1.65, -0.86, 0.09], [0.09, -0.25, -0.55], [0.22, 0.25, 0.48], [0.02, 0.04, -0.31], [0.84, 0.75, 0.00], [-0.16, -0.44, -0.04], [-0.19, -0.03, -0.07], [0.06, -0.32, 0.42], [0.49, 0.49, 0.01], [-0.18, 0.12, -0.02], [1.06, -3.32, 1.41], [0.04, 0.03, -0.14], [-0.11, 0.03, -0.17], [0.27, -0.08, 0.14], [-0.05, -0.13, -0.13], [0.00, 0.21, 0.05], [-0.08, -0.03, 0.12], [0.05, 0.05, -0.02], [-0.20, -0.43, -0.01], [0.14, 0.04, -0.04], [-0.09, 0.09, 0.19], [-0.11, 0.05, -0.12], [-0.13, 0.17, 0.06], [-0.12, -0.12, 0.18], [0.31, -0.13, 0.04], [0.02, 0.23, -0.03], [-0.06, -0.07, -0.14], [0.15, -0.17, 0.08], [-0.51, -0.36, 0.04], [0.38, 0.14, -0.14], [-0.38, -0.35, 0.73], [-0.05, 0.16, 0.02], [0.06, -0.08, 0.23], [0.14, 0.34, 0.12], [-0.16, -0.24, -0.06], [0.14, 0.06, -0.23], [-0.12, 0.11, -0.07], [0.08, -0.07, -0.07], [0.12, -0.12, 0.12], [-0.11, -0.11, -0.23], [-0.01, 0.32, 0.12], [-0.11, 0.01, 0.10], [0.06, 0.05, 0.20], [0.11, -0.23, -0.03], [0.10, 0.16, -0.28], [-0.06, 0.18, 0.10], [-0.15, -0.07, -0.05], [-0.16, 0.06, 0.08], [0.14, 0.13, -0.22], [-0.09, 0.27, 0.31], [-0.16, -0.15, -0.01], [-0.03, 0.16, 0.00], [0.05, -0.08, -0.05], [0.13, -0.01, -0.26], [0.08, -0.06, 0.28], [-0.23, -0.21, -0.37], [-0.05, 0.16, 0.02], [0.03, 0.04, 0.08], [0.19, 0.18, 0.05], [-0.29, 0.04, 0.02], [0.09, -0.28, -0.01], [0.01, 0.02, -0.17], [-0.01, -0.16, -0.15], [0.25, -0.44, 0.04], [0.00, -0.12, -0.21], [0.07, 0.31, 0.01], [-0.12, 0.04, 0.12], [-0.14, 0.31, 0.23], [-0.11, -0.12, -0.31], [-0.29, -0.30, 0.09], [0.04, 0.19, -0.03], [0.17, -0.09, 0.01], [-0.05, -0.07, -0.29], [-0.06, -0.16, -0.08], [0.31, 0.33, -0.65], [-0.04, 0.02, 0.33], [-0.06, 0.17, 0.02], [-0.10, -0.01, 0.12], [0.20, 0.34, 0.42], [-0.20, 0.06, 0.01], [0.06, -0.29, 0.00], [0.05, 0.03, -0.17], [-0.05, 0.03, 0.11], [-0.06, -0.29, 0.10], [0.25, -0.07, 0.02], [-0.03, 0.29, -0.12], [-0.04, -0.08, -0.15], [-0.10, 0.08, -0.04], [0.06, -0.01, -0.27], [-0.11, -0.26, 0.08], [0.19, 0.21, 0.15], [0.15, -0.03, 0.04], [0.04, 0.16, 0.01], [-0.10, 0.25, 0.03], [0.01, -0.28, 0.13], [0.35, 0.03, -0.11], [-0.11, -0.05, -0.11], [0.07, -0.06, 0.01], [0.07, 0.11, -0.25], [0.10, 0.07, 0.22], [-0.05, -0.23, -0.03], [-0.15, 0.07, 0.02], [0.01, -0.03, 0.11], [-0.16, -0.09, -0.26], [0.27, 0.05, -0.05], [-0.07, -0.07, 0.21], [-0.06, 0.15, -0.02]],
  "mulliken_charge": [-0.553, 0.394, -0.201, -0.073, -0.364, -0.081, 0.191, -0.201, 0.214, 0.337, 0.331, 0.077, 0.277, -0.065, 0.229, -0.455, 0.137, -0.008, 0.108, 0.422, -0.282, 0.136, -0.073, 0.326, 0.155, -0.203, -0.030, -0.004, 0.024, 0.202, -0.352, 0.083, -0.057, -0.029, 0.299, 0.374, -0.032, -0.026, 0.063, -0.260, -0.389, -0.088, -0.005, -0.003, 0.416, -0.401, -0.069, -0.016, 0.097, 0.389, 0.011, 0.006, 0.014, -0.030, -0.013, -0.512, 0.027, -0.041, 0.135, 0.415, 0.325, 0.001, 0.176, 0.015, -0.477, 0.296, -0.108, -0.018, 0.012, -0.209, -0.330, -0.023, -0.007, 0.004, 0.342, -0.346, 0.016, -0.047, -0.010, 0.361, -0.422, 0.005, -0.027, 0.125, 0.356, -0.358, 0.025, -0.103, -0.019, 0.389, -0.356, 0.067, -0.012, -0.003, 0.327, -0.350, 0.084, -0.016, -0.030, 0.365, -0.347, -0.018, -0.002, 0.085, 0.338, -0.280, -0.041, -0.039, 0.076, 0.284, -0.242, -0.029, -0.009, 0.051, 0.241, 0.301, -0.014, 0.051, -0.036, -0.359],
  "charge": 1,
  "orbital_gap_ev": 8.30,
  "e_tot_ev": -4515132.2899
}